1.
Molecular formula: C2H9N2O
Method: DFT, ωB97M-V/def2-TZVPD

Cartesian coordinates (Å):
1 N 1.61 0.22 0.80
2 C 1.64 0.30 -0.67
3 O 0.33 0.09 -1.31
4 H 1.01 0.95 1.18
5 H 1.27 -0.69 1.08
6 H 1.92 1.29 -1.09
7 H 2.31 -0.52 -1.04
8 H 0.40 -0.21 -2.28
9 C -1.94 0.17 1.02
10 N -1.59 -0.68 0.13
11 H -2.82 0.01 1.64
12 H -1.36 1.09 1.09
13 H -0.77 -0.41 -0.63
14 H -2.03 -1.60 0.09

Summary:
Spin multiplicity: 1
HOMO level: -0.5347 Eh
E_LUMO: -4.8 eV
Total charge: +1
HOMO-LUMO gap: 9.71 eV

---

2.
Molecular formula: C4H6N2S2
Method: DFT, ωB97M-V/def2-TZVPD

Cartesian coordinates (Å):
1 C 1.80 -0.43 0.64
2 C 0.95 -0.19 1.63
3 C -0.18 0.78 1.80
4 S -0.50 1.45 3.22
5 S -1.16 1.28 0.42
6 C -1.52 -0.22 -0.51
7 N -1.30 -0.64 -1.81
8 N -0.21 0.20 -2.46
9 H 1.87 -0.14 -0.44
10 H 2.37 -1.42 1.06
11 H 1.28 -0.83 2.53
12 H -2.44 -0.80 -0.20
13 H -0.56 1.24 -2.37
14 H -0.40 -0.27 -3.52

Summary:
Spin multiplicity: 1
HOMO level: -0.3276 Eh
E_LUMO: -1.0 eV
SMILES: C=CC(=S)S/C=N\N
Total charge: 0
HOMO-LUMO gap: 7.95 eV

---

3.
Molecular formula: C24H36O19Pt2
Method: DFT, ωB97M-V/def2-TZVPD

Cartesian coordinates (Å):
1 Pt -2.98 3.76 0.26
2 Pt -3.37 1.88 3.34
3 C -0.15 0.74 0.63
4 C -0.97 1.99 0.71
5 O -1.23 2.67 -0.32
6 O -1.69 2.16 1.75
7 H 0.90 1.00 0.73
8 H -0.23 0.23 -0.33
9 H -0.47 0.06 1.41
10 C -4.09 -0.19 -0.49
11 C -4.39 0.93 0.42
12 O -4.47 0.80 1.68
13 O -4.41 2.12 -0.04
14 H -3.09 -0.05 -0.92
15 H -4.80 -0.18 -1.32
16 H -4.19 -1.22 -0.15
17 C -1.15 -1.17 -3.46
18 C -1.60 0.25 -3.70
19 C -0.94 1.10 -4.83
20 O -2.03 1.49 -5.67
21 C -3.19 1.07 -5.16
22 O -4.29 1.32 -5.49
23 O -2.94 0.21 -4.14
24 H -1.93 -1.91 -3.24
25 H -0.57 -1.40 -2.56
26 H -0.64 -1.62 -4.31
27 H -1.51 0.72 -2.71
28 H -0.19 0.52 -5.36
29 H -0.54 2.04 -4.45
30 C -1.92 -4.53 4.64
31 C -2.16 -3.47 3.57
32 C -3.61 -3.21 3.12
33 O -3.65 -1.79 2.96
34 C -2.62 -1.24 3.58
35 O -2.33 -0.06 3.71
36 O -1.79 -2.17 3.99
37 H -2.44 -4.30 5.57
38 H -0.86 -4.60 4.90
39 H -2.03 -5.56 4.30
40 H -1.54 -3.77 2.72
41 H -4.26 -3.54 3.94
42 H -3.89 -3.71 2.19
43 C -1.66 -2.84 0.26
44 C -0.32 -3.49 0.06
45 C -0.22 -4.39 -1.19
46 O 0.92 -3.87 -1.85
47 C 1.57 -2.98 -1.03
48 O 2.63 -2.52 -1.27
49 O 0.66 -2.50 -0.16
50 H -1.97 -2.26 -0.62
51 H -1.55 -2.12 1.08
52 H -2.51 -3.51 0.37
53 H -0.10 -4.01 1.00
54 H -1.08 -4.32 -1.85
55 H -0.08 -5.44 -0.91
56 C 1.73 4.43 0.98
57 C 2.84 4.63 1.97
58 C 3.08 3.46 2.94
59 O 4.45 3.24 2.89
60 C 5.04 4.00 1.93
61 O 6.13 3.89 1.50
62 O 4.07 4.72 1.26
63 H 1.64 5.33 0.38
64 H 0.80 4.18 1.50
65 H 1.97 3.62 0.29
66 H 2.70 5.55 2.55
67 H 2.43 2.64 2.62
68 H 2.77 3.78 3.94
69 C 2.94 0.60 -2.03
70 C 4.11 1.41 -1.53
71 C 5.03 0.68 -0.54
72 O 6.35 0.95 -1.04
73 C 6.29 1.67 -2.17
74 O 7.19 2.12 -2.78
75 O 4.98 1.86 -2.54
76 H 2.31 1.33 -2.56
77 H 2.35 0.30 -1.16
78 H 3.14 -0.28 -2.63
79 H 3.72 2.25 -0.93
80 H 4.95 -0.40 -0.67
81 H 4.95 0.92 0.52

Summary:
Spin multiplicity: 5
HOMO level (spin up / spin down): -0.5060 / -0.5060 Eh
E_LUMO (spin up / spin down): -9.8 / -10.8 eV
<S²>: 6.01
Total charge: +2
HOMO-LUMO gap (spin up / spin down): 3.97 / 2.97 eV

---

4.
Molecular formula: C6H12F2N2S
Method: DFT, ωB97M-V/def2-TZVPD

Cartesian coordinates (Å):
1 C 2.83 -0.56 0.51
2 C -3.25 -0.61 0.48
3 C -1.80 -0.36 0.36
4 C -1.43 0.52 -0.75
5 C 0.78 1.69 0.03
6 C 0.06 0.80 -0.95
7 N 3.04 -1.30 1.56
8 N 0.83 0.26 -1.79
9 F 0.06 1.84 1.19
10 F 1.11 2.92 -0.52
11 S 3.87 -0.95 -0.78
12 H -3.83 -1.34 -0.17
13 H -3.47 -1.01 1.41
14 H -3.84 0.32 0.25
15 H -1.46 0.20 1.24
16 H -1.32 -1.31 0.21
17 H -2.02 1.51 -0.69
18 H -1.77 0.15 -1.71
19 H 1.67 0.99 0.27
20 H 2.28 -1.31 2.23
21 H 3.87 -1.78 1.68
22 H 3.35 -0.24 -1.62
23 H 0.45 -0.44 -2.45

Summary:
Spin multiplicity: 1
HOMO level: -0.3064 Eh
E_LUMO: 0.8 eV
Total charge: 0
HOMO-LUMO gap: 9.10 eV

---

5.
Molecular formula: C14H14F3N7O3RhS2Se
Method: DFT, ωB97M-V/def2-TZVPD

Cartesian coordinates (Å):
1 Rh 0.05 -0.27 0.32
2 N 1.95 0.23 1.52
3 C 1.57 0.97 2.68
4 C 2.31 1.03 3.81
5 C 1.89 1.81 4.91
6 C 0.72 2.51 4.84
7 C -0.09 2.41 3.69
8 C -1.36 3.02 3.59
9 C -2.14 2.81 2.49
10 C -1.66 1.98 1.47
11 N -0.46 1.41 1.51
12 C 0.34 1.63 2.61
13 H 2.71 -0.41 1.68
14 H 2.15 0.81 0.71
15 H 3.24 0.47 3.88
16 H 2.50 1.86 5.80
17 H 0.38 3.11 5.68
18 H -1.72 3.63 4.41
19 H -3.12 3.24 2.39
20 H -2.27 1.78 0.60
21 C -2.27 -3.26 -4.80
22 C -2.13 -1.90 -4.23
23 N -2.44 -0.79 -4.82
24 N -2.16 0.17 -3.88
25 C -1.72 -0.32 -2.73
26 S -1.46 0.63 -1.32
27 N -1.69 -1.65 -2.94
28 N -1.27 -2.59 -2.00
29 H -2.68 -3.18 -5.80
30 H -2.95 -3.86 -4.19
31 H -1.31 -3.77 -4.85
32 H -2.30 1.14 -4.09
33 H -0.27 -2.49 -1.87
34 H -1.47 -3.52 -2.35
35 F 3.99 0.33 -3.15
36 C 3.56 -0.61 -2.33
37 F 4.25 -0.55 -1.19
38 F 3.72 -1.80 -2.88
39 S 1.79 -0.34 -1.94
40 O 1.07 -0.35 -3.18
41 O 1.77 0.91 -1.17
42 O 1.45 -1.48 -1.04
43 Se -1.25 -2.06 1.25
44 C -0.77 -1.52 2.94
45 N -0.48 -1.17 4.00

Summary:
Spin multiplicity: 1
HOMO level: -0.4301 Eh
E_LUMO: -5.1 eV
Total charge: +1
HOMO-LUMO gap: 6.65 eV

---

ΔE to the lowest compared entry with this formula, charge and spin per entry: 56.19 118.61 0.00 31.72 36.24 kcal/mol
Largest force on an atom per entry: 0.045 0.130 0.065 0.085 0.060 hartree/bohr